Record 1
83
Properties=species:S:1:pos:R:3 method="wB97M-V/def2-TZVPD" multiplicity=2 charge=+1 e_above_lowest_kcal_mol=0.00 s_squared=0.88
V -0.110 -0.051 0.407
C -0.610 1.759 3.406
C 0.339 0.603 3.501
C 0.802 0.218 4.754
C 1.666 -0.845 4.875
C 2.112 -1.476 3.728
C 1.641 -1.047 2.509
N 0.720 -0.057 2.388
C 2.222 -1.500 1.215
C 3.316 -2.330 1.094
C 3.865 -2.531 -0.162
C 3.305 -1.908 -1.264
C 2.184 -1.123 -1.084
N 1.664 -0.934 0.135
C 1.397 -0.519 -2.193
C 1.872 -0.468 -3.484
C 1.029 0.002 -4.479
C -0.264 0.337 -4.145
C -0.683 0.271 -2.818
C -2.118 0.539 -2.469
N 0.166 -0.087 -1.843
H -1.644 1.422 3.514
H -0.519 2.280 2.457
H -0.405 2.460 4.216
H 0.468 0.767 5.625
H 2.012 -1.167 5.849
H 2.826 -2.286 3.784
H 3.754 -2.795 1.966
H 4.730 -3.172 -0.281
H 3.718 -2.063 -2.251
H 2.877 -0.791 -3.719
H 1.372 0.072 -5.503
H -0.972 0.650 -4.902
H -2.754 0.235 -3.300
H -2.293 1.601 -2.290
H -2.405 -0.025 -1.585
Br 4.263 1.622 -0.241
C 4.082 3.212 0.838
Br 2.616 3.126 2.082
H 3.909 4.045 0.173
H 4.994 3.328 1.404
O 1.147 7.174 -2.752
C 1.770 6.099 -2.230
O 2.965 6.047 -2.215
C 0.914 5.001 -1.656
C 1.516 3.761 -1.518
C 0.826 2.716 -0.942
C -0.478 2.870 -0.495
C -1.081 4.113 -0.621
C -0.386 5.170 -1.201
N -1.100 1.725 0.134
C -2.360 1.793 0.507
C -2.833 0.698 1.262
C -4.118 0.628 1.829
C -4.417 -0.412 2.658
C -3.431 -1.387 2.908
C -2.216 -1.292 2.299
N -1.890 -0.261 1.469
H 0.191 7.045 -2.767
H 2.533 3.629 -1.863
H 1.341 1.771 -0.820
H -2.075 4.295 -0.237
H -0.873 6.138 -1.240
H -3.005 2.624 0.264
H -4.838 1.409 1.613
H -5.395 -0.487 3.117
H -3.633 -2.230 3.557
H -1.460 -2.052 2.426
C -2.469 -4.974 0.024
C -1.461 -4.347 -0.947
C -2.110 -4.183 -2.330
C -0.231 -5.258 -1.071
C -1.045 -3.011 -0.455
C -0.690 -1.902 -0.084
H -2.769 -5.967 -0.324
H -3.363 -4.352 0.105
H -2.033 -5.077 1.020
H -2.381 -5.159 -2.743
H -1.419 -3.696 -3.023
H -3.014 -3.574 -2.261
H -0.522 -6.245 -1.440
H 0.255 -5.382 -0.100
H 0.495 -4.829 -1.766

---

Record 2
87
Properties=species:S:1:pos:R:3 method="wB97M-V/def2-TZVPD" multiplicity=2 charge=+2 e_above_lowest_kcal_mol=33.60 s_squared=0.77
Ir -0.589 1.400 1.335
S 0.815 0.793 3.243
P 1.320 -0.748 2.083
C 0.103 -0.492 0.831
P -1.472 -1.293 0.907
S -2.365 -0.029 2.167
C -1.576 -3.020 1.352
C -0.618 -3.940 0.930
C -0.782 -5.282 1.229
C -1.902 -5.704 1.936
C -2.859 -4.787 2.348
C -2.700 -3.441 2.058
C -2.203 -1.190 -0.742
C -3.097 -0.177 -1.064
C -3.588 -0.081 -2.359
C -3.194 -0.994 -3.325
C -2.317 -2.021 -2.998
C -1.821 -2.121 -1.709
C 1.360 -2.312 2.932
C 2.271 -3.297 2.541
C 2.283 -4.513 3.203
C 1.392 -4.744 4.244
C 0.470 -3.773 4.616
C 0.451 -2.552 3.963
C 2.948 -0.493 1.373
C 3.116 -0.351 -0.001
C 4.386 -0.112 -0.513
C 5.472 -0.009 0.344
C 5.301 -0.156 1.717
C 4.042 -0.399 2.235
H 0.257 -3.612 0.380
H -0.040 -6.002 0.909
H -2.027 -6.753 2.170
H -3.733 -5.120 2.892
H -3.445 -2.724 2.383
H -3.415 0.523 -0.304
H -4.291 0.703 -2.612
H -3.586 -0.918 -4.331
H -2.030 -2.752 -3.743
H -1.150 -2.932 -1.457
H 2.970 -3.108 1.736
H 2.993 -5.277 2.916
H 1.424 -5.685 4.778
H -0.225 -3.964 5.422
H -0.255 -1.784 4.256
H 2.261 -0.420 -0.665
H 4.525 -0.009 -1.582
H 6.458 0.187 -0.055
H 6.152 -0.080 2.381
H 3.907 -0.512 3.305
C -5.839 3.210 -1.149
C -4.995 3.949 -0.104
C -3.538 3.676 -0.290
N -2.897 2.728 0.279
N -1.559 2.645 -0.112
C -1.241 3.565 -1.006
N -0.026 3.730 -1.542
S -2.560 4.597 -1.400
H -6.894 3.428 -0.992
H -5.697 2.133 -1.060
H -5.575 3.517 -2.162
H -5.269 3.621 0.898
H -5.176 5.022 -0.174
H 0.589 2.925 -1.504
H 0.087 4.365 -2.314
S 0.284 0.660 -2.217
C 1.163 0.759 -3.629
N 0.853 0.164 -4.775
C 1.657 0.461 -5.957
C 2.989 1.005 -5.441
S 2.629 1.691 -3.790
H -0.016 -0.346 -4.836
H 1.141 1.192 -6.582
H 1.810 -0.445 -6.541
H 3.393 1.785 -6.080
H 3.729 0.218 -5.319
Br -1.019 3.832 2.910
C 0.586 3.989 1.943
C 1.341 5.143 1.954
C 2.518 5.138 1.222
C 2.890 3.991 0.533
C 2.062 2.890 0.571
N 0.913 2.897 1.265
H 1.020 6.003 2.522
H 3.138 6.024 1.194
H 3.815 3.947 -0.024
H 2.300 1.970 0.053

---

Record 3
87
Properties=species:S:1:pos:R:3 method="wB97M-V/def2-TZVPD" charge=-1 e_above_lowest_kcal_mol=13.89
Ca -0.737 -1.516 0.233
O 1.460 -1.166 0.601
S 2.791 -1.476 1.202
C 2.806 -0.708 2.863
C 1.867 0.475 3.013
C 2.408 1.834 2.586
C 1.292 2.870 2.662
S 0.277 2.870 1.111
O 0.662 1.664 0.340
C 1.161 4.235 0.325
C 2.068 3.935 -0.675
C 2.761 4.965 -1.297
C 2.533 6.282 -0.925
C 1.605 6.574 0.068
C 0.912 5.550 0.694
C 3.941 -0.383 0.370
C 5.277 -0.332 0.744
C 6.148 0.475 0.029
C 5.686 1.198 -1.065
C 4.353 1.115 -1.442
C 3.470 0.323 -0.720
H 3.851 -0.483 3.095
H 2.483 -1.526 3.510
H 1.562 0.524 4.062
H 0.953 0.252 2.471
H 2.804 1.796 1.569
H 3.228 2.145 3.242
H 1.664 3.885 2.799
H 0.598 2.638 3.472
H 2.209 2.896 -0.946
H 3.478 4.737 -2.076
H 3.070 7.084 -1.415
H 1.417 7.603 0.348
H 0.177 5.770 1.461
H 5.638 -0.920 1.580
H 7.190 0.530 0.317
H 6.370 1.820 -1.628
H 3.996 1.669 -2.302
H 2.418 0.256 -0.961
O -2.221 -1.070 4.330
C -1.996 -1.343 3.150
O -0.972 -1.059 2.463
C -3.081 -2.136 2.406
C -4.346 -2.318 3.015
C -5.309 -3.005 2.346
C -5.020 -3.550 1.071
C -5.958 -4.289 0.315
C -5.615 -4.801 -0.904
C -4.314 -4.603 -1.416
C -3.387 -3.890 -0.710
C -3.726 -3.339 0.548
N -2.786 -2.617 1.223
H -4.495 -1.889 3.995
H -6.296 -3.151 2.771
H -6.952 -4.441 0.722
H -6.337 -5.365 -1.480
H -4.050 -5.024 -2.378
H -2.376 -3.757 -1.078
C 0.529 -1.345 -3.520
N -0.144 -0.370 -2.680
C 0.405 0.957 -2.903
C -1.582 -0.355 -2.956
C -2.328 0.563 -2.014
C -3.002 1.669 -2.522
C -3.657 2.546 -1.664
C -3.621 2.298 -0.299
C -2.942 1.180 0.185
C -2.268 0.267 -0.640
H 0.427 -1.101 -4.593
H 0.117 -2.335 -3.333
H 1.590 -1.383 -3.268
H 0.204 1.308 -3.933
H 1.486 0.939 -2.769
H -0.025 1.664 -2.197
H -1.945 -1.382 -2.838
H -1.758 -0.064 -4.010
H -3.012 1.857 -3.594
H -4.181 3.410 -2.057
H -4.124 2.974 0.387
H -2.939 1.026 1.265
Cl 2.317 -5.889 0.787
C 0.839 -4.981 0.450
Cl 0.394 -4.040 1.901
Cl -0.472 -6.120 0.083
C 1.014 -3.938 -0.744
O 2.140 -3.792 -1.182
O -0.072 -3.373 -1.041

---

Record 4
93
Properties=species:S:1:pos:R:3 method="wB97M-V/def2-TZVPD" charge=-1 e_above_lowest_kcal_mol=25.67
Ca -1.415 -1.832 1.243
C -3.480 -5.706 2.951
O -4.692 -4.978 2.815
C -4.722 -3.792 3.521
C -5.759 -3.575 4.399
C -5.890 -2.362 5.082
C -4.942 -1.381 4.865
C -3.877 -1.563 3.978
C -2.952 -0.432 3.819
N -1.954 -0.414 3.028
N -1.234 0.803 3.026
C -0.241 0.755 2.185
O 0.145 -0.172 1.400
C 0.559 2.033 2.091
C 1.866 1.963 1.616
C 2.629 3.109 1.447
C 2.087 4.355 1.741
C 0.784 4.431 2.223
C 0.030 3.282 2.406
C -3.739 -2.791 3.257
O -2.802 -2.998 2.417
H -3.523 -6.508 2.213
H -3.417 -6.144 3.955
H -2.614 -5.067 2.773
H -6.476 -4.378 4.532
H -6.710 -2.204 5.769
H -5.017 -0.432 5.386
H -3.153 0.459 4.424
H 2.264 0.980 1.407
H 3.655 3.027 1.098
H 2.676 5.256 1.615
H 0.355 5.396 2.466
H -0.982 3.319 2.785
C 0.058 3.990 -3.996
C -0.075 3.990 -2.480
N -0.144 2.651 -1.927
C -1.383 2.082 -1.741
C -1.609 0.824 -1.323
C -3.003 0.422 -0.841
O -3.989 0.770 -1.492
O -2.932 -0.125 0.285
C -0.480 -0.082 -1.233
O -0.552 -1.296 -1.065
C 0.850 0.565 -1.314
C 1.957 -0.186 -0.912
C 3.190 0.393 -0.916
F 4.268 -0.292 -0.439
C 3.386 1.717 -1.336
C 2.284 2.463 -1.717
C 0.990 1.908 -1.667
N 4.713 2.254 -1.306
C 4.865 3.670 -1.502
C 4.783 4.076 -2.974
N 5.817 3.276 -3.733
C 5.608 1.788 -3.540
C 5.706 1.505 -2.051
H 0.095 5.009 -4.385
H -0.787 3.478 -4.455
H 0.966 3.466 -4.305
H -0.977 4.516 -2.164
H 0.753 4.528 -2.014
H -2.221 2.755 -1.880
H 1.806 -1.191 -0.541
H 2.397 3.499 -1.992
H 5.843 3.970 -1.104
H 4.111 4.214 -0.933
H 4.991 5.131 -3.153
H 3.829 3.801 -3.422
H 6.746 3.516 -3.372
H 5.808 3.523 -4.723
H 6.361 1.279 -4.141
H 4.610 1.569 -3.920
H 6.706 1.770 -1.685
H 5.579 0.439 -1.882
N -4.959 -2.193 0.022
C -4.204 -3.158 -0.552
N -2.912 -3.188 -0.442
C -2.399 -4.296 -1.067
C -3.297 -5.123 -1.656
S -4.890 -4.486 -1.429
C -0.939 -4.485 -1.040
C -0.214 -5.157 -1.964
S 1.465 -5.070 -1.543
C 1.044 -4.127 -0.152
N -0.232 -3.909 -0.003
N 1.980 -3.610 0.677
H -4.445 -1.342 0.285
H -5.874 -2.039 -0.367
H -3.115 -6.059 -2.150
H -0.561 -5.638 -2.859
H 2.894 -4.028 0.643
H 1.616 -3.310 1.627
Cl 0.667 -2.858 3.329

---

Record 5
94
Properties=species:S:1:pos:R:3 method="wB97M-V/def2-TZVPD" multiplicity=6 charge=0 s_squared=9.34
Dy -1.140 -0.450 -0.640
S -4.083 -0.094 -0.276
C -3.751 -1.033 1.179
C -4.715 -1.310 2.158
C -4.428 -2.250 3.110
C -3.140 -2.757 3.253
C -2.188 -2.357 2.318
N -2.503 -1.565 1.297
H -5.713 -0.851 2.040
H -5.148 -2.527 3.863
H -2.890 -3.410 4.040
H -1.141 -2.707 2.336
O 1.252 -7.583 -1.569
N 1.728 -7.147 -0.539
O 2.412 -7.816 0.206
C 1.496 -5.734 -0.287
C 2.552 -4.978 0.088
C 2.329 -3.598 0.465
C 3.321 -2.806 1.051
C 2.978 -1.522 1.462
C 1.660 -1.078 1.338
N 0.718 -1.772 0.739
C 1.067 -3.032 0.320
C 0.017 -3.804 -0.254
N -1.108 -3.138 -0.629
C -2.150 -3.877 -1.074
C -2.127 -5.259 -1.162
C -0.979 -5.963 -0.866
C 0.169 -5.204 -0.461
H 3.557 -5.444 0.118
H 4.298 -3.135 1.180
H 3.768 -0.977 1.914
H 1.393 -0.149 1.770
H -3.095 -3.379 -1.327
H -2.982 -5.739 -1.544
H -1.044 -7.046 -0.981
C 3.171 -0.014 -2.359
C 2.119 0.104 -1.277
O 2.536 0.705 -0.273
O 0.973 -0.406 -1.485
H 3.375 0.998 -2.676
H 2.904 -0.608 -3.250
H 4.087 -0.389 -1.965
I -5.498 -2.331 -1.385
I -6.302 -4.612 -2.677
O -1.432 1.744 -1.374
N -1.380 2.998 -1.125
C -1.676 3.846 -2.079
C -1.438 5.216 -1.892
N -1.245 6.348 -1.865
C -2.138 3.484 -3.338
N -2.459 2.942 -4.286
C 3.327 5.035 -0.049
C 2.633 3.946 0.797
C 1.139 3.931 0.476
N 0.571 2.679 0.891
C -0.395 2.423 1.716
S -0.956 0.875 2.008
N -0.980 3.483 2.440
C -0.405 4.444 3.270
O -1.050 5.401 3.575
C 0.966 4.126 3.772
C 1.351 2.826 4.016
C 2.667 2.559 4.286
C 3.617 3.594 4.419
C 3.150 4.903 4.391
C 1.827 5.147 4.039
H 4.424 5.056 0.159
H 2.896 6.029 0.152
H 3.253 4.811 -1.125
H 2.812 4.183 1.873
H 3.094 2.996 0.533
H 0.946 4.146 -0.561
H 0.588 4.743 0.978
H 1.089 1.876 0.538
H -1.962 3.557 2.481
H 0.642 2.007 3.986
H 2.971 1.520 4.473
H 4.628 3.335 4.665
H 3.784 5.746 4.648
H 1.463 6.152 4.077
C -2.313 -1.455 -5.179
C -1.569 -0.133 -5.290
C -0.812 -0.038 -3.943
O -1.627 -0.843 -2.989
C -2.719 -1.494 -3.722
H -1.641 -2.305 -5.394
H -3.190 -1.517 -5.777
H -2.325 0.706 -5.435
H -0.846 -0.042 -6.098
H -0.714 0.920 -3.527
H 0.181 -0.484 -4.032
H -3.639 -0.906 -3.535
H -2.865 -2.473 -3.334

---

| no. | total energy (eV) |
| --- | --- |
| 1 | -216267.289 |
| 2 | -192028.225 |
| 3 | -131900.339 |
| 4 | -120003.834 |
| 5 | -128652.833 |